{"formula": "C6H10", "method": "ωB97M-V/def2-TZVPD", "relative_energy_ev": 4.4070, "lumo_energy_ev": [-0.5, -0.5], "species": ["H", "C", "H", "C", "H", "H", "H", "H", "C", "H", "H", "H", "C", "H", "C", "C"], "coordinates": [[-1.78943, 1.89748, 0.19988], [1.73079, -0.15528, 0.75574], [0.98714, -0.38904, -2.00053], [0.41386, -0.98459, -1.27854], [-0.59721, -1.13481, -1.66819], [-0.71751, 1.41724, -1.10507], [-2.28275, 0.58464, -0.92629], [-2.05134, 0.23412, 2.20667], [-1.00180, -0.07414, 1.97966], [2.09852, -1.02676, 1.29269], [1.64139, 0.68480, 1.44705], [2.45805, 0.10648, -0.02770], [0.41406, -0.38246, 0.09792], [0.90577, -1.96323, -1.21503], [-1.45463, 1.03539, -0.38082], [-0.75493, 0.15015, 0.62256]], "forces_ev_per_angstrom": [[-0.305, 0.009, -0.205], [0.058, -0.164, 0.170], [-0.010, -0.034, 0.186], [-0.018, -0.033, 0.051], [0.197, 0.085, 0.125], [-0.358, -0.053, 0.092], [-0.178, 0.091, 0.048], [0.253, -0.353, -0.148], [0.343, 0.510, -0.495], [0.138, -0.095, 0.022], [0.057, -0.324, 0.048], [-0.120, -0.200, 0.168], [0.214, -0.094, 0.029], [0.011, 0.124, -0.031], [-0.429, 0.144, -0.065], [0.148, 0.388, 0.005]]}